No. 1
This record from the OMol25 dataset describes 11 unconnected molecules or ions with the total composition C34H96N6O11. The level of theory is the ωB97M-V functional and the def2-TZVPD basis.

```
! RIJCOSX wB97M-V def2-TZVPD def2/J DEFGRID3
* xyz 0 1
C 15.26 -6.33 15.11
O 15.80 -6.77 16.34
C 16.23 -8.13 16.30
C 16.25 -8.71 17.71
C 16.56 -10.20 17.64
N 14.97 -8.55 18.38
H 15.39 -5.27 14.94
H 14.19 -6.56 15.09
H 15.70 -6.91 14.28
H 15.47 -8.71 15.76
H 17.19 -8.16 15.78
H 16.98 -8.24 18.38
H 16.71 -10.51 18.68
H 17.52 -10.32 17.13
H 15.75 -10.84 17.30
H 14.62 -7.61 18.42
H 14.21 -9.11 18.01
C 12.28 -16.28 18.77
O 13.20 -16.26 19.83
C 13.64 -17.51 20.35
C 14.57 -17.22 21.54
C 15.13 -18.53 22.10
N 13.75 -16.63 22.61
H 12.60 -17.00 18.01
H 12.21 -15.31 18.27
H 11.31 -16.62 19.15
H 12.85 -18.24 20.55
H 14.27 -17.87 19.52
H 15.38 -16.60 21.17
H 15.99 -18.92 21.55
H 14.37 -19.32 22.13
H 15.44 -18.34 23.12
H 13.08 -17.35 22.87
H 13.18 -15.90 22.18
C 17.35 -18.75 19.01
O 16.51 -19.88 19.20
C 17.28 -21.06 19.06
C 16.40 -22.28 19.32
C 16.16 -22.50 20.78
N 17.01 -23.47 18.72
H 17.87 -18.81 18.05
H 18.05 -18.65 19.84
H 16.72 -17.87 18.88
H 17.58 -21.07 18.00
H 18.18 -21.09 19.68
H 15.44 -22.02 18.85
H 17.08 -22.75 21.32
H 15.42 -23.26 21.05
H 15.75 -21.59 21.23
H 16.65 -24.34 19.08
H 16.77 -23.47 17.73
C 12.47 -12.91 25.50
O 13.43 -12.86 24.47
C 12.83 -13.05 23.20
C 13.82 -12.75 22.09
C 14.56 -11.44 22.29
N 13.29 -12.88 20.74
H 13.00 -13.08 26.44
H 11.84 -13.80 25.43
H 11.92 -11.97 25.57
H 12.45 -14.08 23.19
H 11.97 -12.38 23.08
H 14.62 -13.51 22.23
H 14.92 -11.06 21.33
H 15.40 -11.41 22.99
H 13.88 -10.66 22.67
H 13.20 -13.89 20.56
H 12.29 -12.65 20.74
C 23.32 -12.85 22.58
O 22.00 -12.59 22.13
C 21.68 -11.23 22.12
C 20.21 -11.04 21.76
C 19.94 -10.98 20.28
N 19.60 -9.86 22.38
H 23.48 -12.27 23.49
H 24.02 -12.48 21.82
H 23.48 -13.91 22.75
H 21.78 -10.80 23.13
H 22.35 -10.65 21.48
H 19.68 -11.92 22.14
H 18.91 -10.88 19.92
H 20.46 -11.76 19.72
H 20.48 -10.12 19.83
H 19.80 -9.77 23.36
H 19.83 -9.01 21.88
C 20.06 -8.89 15.02
O 18.97 -9.77 14.79
C 19.23 -10.79 13.85
C 17.89 -11.37 13.34
C 17.21 -12.02 14.54
N 18.14 -12.29 12.24
H 19.71 -8.20 15.79
H 20.36 -8.38 14.10
H 20.91 -9.48 15.40
H 19.83 -10.42 13.00
H 19.82 -11.55 14.37
H 17.29 -10.53 12.99
H 16.69 -11.30 15.16
H 17.95 -12.58 15.12
H 16.46 -12.75 14.21
H 18.69 -13.10 12.52
H 18.72 -11.82 11.56
C 21.03 -14.00 16.66
C 20.20 -14.69 15.57
O 18.93 -15.13 16.05
H 20.78 -14.36 17.66
H 20.75 -12.95 16.71
H 22.10 -14.12 16.53
H 20.69 -15.56 15.13
H 20.00 -13.98 14.76
H 18.71 -14.65 16.86
C 17.55 -13.64 22.90
C 17.82 -14.87 22.05
O 17.66 -16.11 22.75
H 16.52 -13.72 23.27
H 17.70 -12.72 22.34
H 18.24 -13.72 23.74
H 18.81 -14.93 21.61
H 17.13 -14.95 21.19
H 16.89 -16.00 23.34
C 11.31 -11.40 16.34
C 12.77 -11.72 16.14
O 13.12 -11.31 14.83
H 10.70 -11.90 15.59
H 11.06 -10.34 16.32
H 10.95 -11.79 17.30
H 12.92 -12.80 16.27
H 13.42 -11.24 16.90
H 13.96 -11.75 14.64
C 14.20 -16.28 15.35
C 13.89 -15.72 13.99
O 14.00 -14.28 14.08
H 13.51 -15.96 16.13
H 15.22 -16.02 15.64
H 14.16 -17.37 15.27
H 12.90 -15.96 13.59
H 14.60 -16.05 13.23
H 14.37 -13.97 13.24
C 15.54 -13.63 18.12
C 16.76 -14.50 18.40
O 17.97 -13.75 18.30
H 15.50 -12.78 18.80
H 14.62 -14.20 18.19
H 15.65 -13.21 17.11
H 16.71 -15.33 17.70
H 16.68 -14.96 19.39
H 18.12 -13.30 19.13
*
```

Values from the calculation:
Energy relative to the best compared isomer or geometry (same formula, charge and spin) in kcal/mol: 33.2
LUMO in eV: 0.68
SMILES: COC[C@H](C)N.COC[C@H](C)N.COC[C@H](C)N.COC[C@H](C)N.COC[C@H](C)N.COC[C@H](C)N.CCO.CCO.CCO.CCO.CCO

Atomic partial charges in e from the Mulliken method, atoms 1 to 5: number 1, C, carries -0.743; number 2, O, carries -0.429; number 3, C, carries -0.321; number 4, C, carries 0.133; number 5, C, carries 0.200

=====

No. 2
This record from the OMol25 dataset describes 13 unconnected molecules or ions with the total composition C34H98N4O22. The level of theory is the ωB97M-V functional and the def2-TZVPD basis.

```
! RIJCOSX wB97M-V def2-TZVPD def2/J DEFGRID3
* xyz 0 1
C 5.70 5.85 -2.07
C 5.03 5.26 -3.27
C 3.69 4.59 -2.96
O 3.74 3.83 -1.72
C 2.42 3.47 -1.33
N 4.98 6.26 -4.32
H 5.73 5.12 -1.26
H 5.14 6.75 -1.80
H 6.73 6.09 -2.34
H 5.69 4.47 -3.64
H 3.33 3.92 -3.74
H 2.95 5.38 -2.85
H 1.94 2.85 -2.09
H 1.83 4.35 -1.09
H 2.35 2.91 -0.40
H 5.91 6.66 -4.28
H 4.38 6.98 -3.95
C 4.63 0.70 -4.63
C 3.26 0.61 -5.38
C 1.90 0.86 -4.59
O 0.79 0.61 -5.31
C -0.45 0.94 -4.64
N 3.34 1.54 -6.49
H 4.48 0.06 -3.77
H 4.76 1.75 -4.37
H 5.52 0.39 -5.19
H 3.14 -0.40 -5.77
H 1.99 1.90 -4.28
H 1.84 0.20 -3.73
H -0.67 1.97 -4.91
H -0.42 0.79 -3.56
H -1.22 0.36 -5.13
H 3.52 2.48 -6.18
H 4.12 1.32 -7.10
C 0.80 0.32 -0.81
C 0.73 0.49 0.74
C -0.71 0.86 1.28
O -0.52 1.37 2.64
C -1.81 1.59 3.22
N 1.18 -0.77 1.31
H 0.34 -0.60 -1.15
H 1.79 0.28 -1.26
H 0.27 1.19 -1.21
H 1.31 1.29 1.19
H -1.40 0.02 1.32
H -1.13 1.75 0.81
H -2.45 0.71 3.26
H -2.42 2.36 2.74
H -1.73 1.97 4.24
H 1.61 -0.59 2.20
H 0.38 -1.36 1.53
C 1.23 -2.55 -3.92
C 1.55 -2.87 -5.41
C 1.78 -4.45 -5.63
O 2.90 -4.96 -4.91
C 2.87 -6.34 -4.74
N 0.52 -2.26 -6.22
H 2.11 -2.60 -3.28
H 0.55 -3.30 -3.52
H 0.71 -1.60 -3.80
H 2.43 -2.30 -5.72
H 1.86 -4.67 -6.70
H 0.91 -4.99 -5.25
H 2.85 -6.83 -5.72
H 2.07 -6.69 -4.10
H 3.77 -6.73 -4.27
H -0.31 -2.69 -5.83
H 0.54 -1.26 -6.10
C 3.30 1.66 3.89
C 2.33 2.65 4.52
O 1.31 2.99 3.64
O 2.83 0.34 4.21
H 4.27 1.83 4.35
H 3.30 1.67 2.80
H 2.89 3.55 4.77
H 1.74 2.21 5.33
H 0.83 2.18 3.45
H 2.51 0.29 5.12
C -3.39 0.64 6.59
C -2.23 -0.28 7.06
O -1.38 0.44 7.92
O -4.33 0.95 7.66
H -3.95 0.18 5.77
H -3.01 1.50 6.04
H -1.55 -0.64 6.29
H -2.63 -1.19 7.52
H -1.72 0.53 8.82
H -3.90 1.54 8.30
C -2.40 -4.68 -0.63
C -0.97 -4.32 -0.22
O -0.01 -4.99 -1.02
O -2.58 -6.00 -0.23
H -2.48 -4.42 -1.69
H -3.14 -4.09 -0.08
H -0.77 -4.51 0.83
H -0.81 -3.25 -0.34
H 0.82 -4.52 -1.06
H -1.77 -6.44 -0.47
C 3.58 -3.25 -0.56
C 4.02 -1.76 -0.76
O 4.05 -0.94 0.35
O 2.18 -3.24 -0.30
H 4.00 -3.72 0.33
H 3.75 -3.83 -1.47
H 3.41 -1.29 -1.54
H 5.01 -1.83 -1.22
H 3.15 -0.78 0.65
H 1.93 -2.56 0.33
C -5.80 2.89 3.30
C -6.60 1.65 3.67
O -7.81 1.92 4.40
O -4.76 3.00 4.29
H -6.44 3.77 3.35
H -5.39 2.84 2.29
H -5.95 0.97 4.22
H -6.88 1.16 2.74
H -7.57 2.43 5.18
H -4.17 3.66 3.92
C -4.61 -3.08 4.53
C -4.41 -2.56 3.06
O -3.20 -3.15 2.61
O -3.82 -2.37 5.46
H -4.45 -4.14 4.73
H -5.63 -2.85 4.84
H -4.34 -1.48 3.14
H -5.26 -2.87 2.44
H -3.39 -4.09 2.53
H -2.95 -2.78 5.42
C -3.68 -2.07 -4.23
C -2.31 -2.32 -3.53
O -2.38 -1.99 -2.14
O -3.83 -0.71 -4.69
H -4.53 -2.36 -3.62
H -3.72 -2.69 -5.13
H -1.51 -1.73 -3.98
H -2.16 -3.39 -3.66
H -2.48 -1.04 -2.06
H -3.96 -0.13 -3.94
C -2.55 5.32 -0.03
C -1.15 4.82 0.46
O -0.09 5.67 0.08
O -2.53 5.47 -1.42
H -2.79 6.26 0.47
H -3.32 4.65 0.35
H -0.99 3.83 0.03
H -1.16 4.75 1.54
H 0.67 5.44 0.62
H -1.79 6.07 -1.53
C -0.37 -1.96 4.00
C -0.18 -2.76 5.34
O -1.39 -3.31 5.75
O -0.57 -2.78 2.84
H 0.53 -1.35 3.94
H -1.23 -1.30 4.12
H 0.35 -2.24 6.14
H 0.51 -3.59 5.19
H -1.29 -3.83 6.55
H -1.50 -2.92 2.68
*
```

Values from the calculation:
Energy relative to the best compared isomer or geometry (same formula, charge and spin) in kcal/mol: 71.7
LUMO in eV: -0.14

Atomic partial charges in e from the Mulliken method, atoms 1 to 5: number 1, C, carries -1.448; number 2, C, carries 0.303; number 3, C, carries -0.398; number 4, O, carries -0.383; number 5, C, carries 0.016

=====

No. 3
This record from the OMol25 dataset describes 13 unconnected molecules or ions with the total composition C34H98N4O22. The level of theory is the ωB97M-V functional and the def2-TZVPD basis.

```
! RIJCOSX wB97M-V def2-TZVPD def2/J DEFGRID3
* xyz 0 1
C 0.26 1.52 -5.55
C 0.40 1.32 -4.04
C 1.82 0.78 -4.03
O 2.38 0.52 -2.78
C 3.71 0.18 -2.73
N 0.33 2.63 -3.36
H 1.19 2.01 -5.89
H -0.67 2.09 -5.75
H 0.18 0.57 -6.02
H -0.35 0.73 -3.58
H 2.44 1.56 -4.43
H 1.94 -0.12 -4.67
H 3.97 -0.65 -3.38
H 3.80 -0.22 -1.68
H 4.45 0.99 -2.85
H 0.50 2.51 -2.33
H 1.02 3.33 -3.76
C -2.74 -3.09 6.63
C -3.23 -1.64 6.94
C -3.35 -0.62 5.81
O -2.20 -0.53 5.05
C -2.41 0.12 3.78
N -4.55 -1.57 7.49
H -1.85 -2.97 6.04
H -3.56 -3.64 6.17
H -2.39 -3.56 7.57
H -2.34 -1.28 7.59
H -3.64 0.29 6.30
H -4.17 -0.98 5.24
H -2.80 1.15 4.06
H -3.12 -0.36 3.15
H -1.43 0.25 3.29
H -5.22 -2.08 6.82
H -4.68 -2.19 8.32
C 4.46 1.32 3.10
C 3.46 0.29 2.76
C 2.46 0.04 3.93
O 3.18 -0.57 5.00
C 2.39 -0.88 6.12
N 2.69 0.66 1.57
H 4.91 0.96 4.02
H 3.99 2.38 3.02
H 5.36 1.37 2.48
H 4.05 -0.60 2.60
H 1.63 -0.56 3.60
H 1.99 1.01 4.23
H 1.93 -0.05 6.56
H 2.97 -1.39 6.86
H 1.61 -1.51 5.74
H 3.38 0.71 0.77
H 2.10 -0.17 1.23
C -2.26 -5.40 1.33
C -1.50 -4.35 0.49
C -2.49 -3.43 -0.33
O -3.56 -4.08 -1.00
C -4.58 -3.16 -1.45
N -0.59 -3.53 1.31
H -3.06 -5.94 0.88
H -2.64 -5.03 2.35
H -1.51 -6.11 1.71
H -0.83 -4.94 -0.13
H -1.93 -2.82 -1.07
H -3.10 -2.73 0.34
H -4.15 -2.51 -2.19
H -4.88 -2.63 -0.53
H -5.40 -3.72 -1.87
H -1.06 -3.10 2.07
H 0.16 -4.12 1.61
C 3.05 -3.48 0.19
C 2.97 -3.82 1.64
O 2.08 -4.92 1.72
O 3.54 -2.13 0.12
H 2.03 -3.48 -0.29
H 3.55 -4.15 -0.49
H 2.65 -2.98 2.15
H 3.97 -4.02 2.00
H 2.34 -5.47 2.45
H 2.81 -1.65 -0.24
C 3.39 3.62 0.05
C 3.02 3.39 -1.34
O 2.24 4.44 -1.89
O 2.24 3.44 0.97
H 3.76 4.74 0.21
H 4.34 3.14 0.39
H 2.39 2.49 -1.45
H 3.93 3.20 -1.88
H 2.76 5.23 -2.02
H 2.30 2.61 1.42
C -0.59 4.17 2.71
C -1.02 5.19 1.68
O -0.75 4.69 0.37
O -1.60 3.14 2.84
H -0.66 4.62 3.69
H 0.40 3.90 2.49
H -0.37 6.08 1.85
H -2.09 5.43 1.77
H 0.15 4.57 0.37
H -1.83 2.94 1.95
C -4.22 2.30 0.52
C -5.08 1.05 0.47
O -5.54 0.54 -0.87
O -4.93 3.22 -0.30
H -3.19 2.18 0.11
H -4.15 2.62 1.57
H -6.02 1.32 1.01
H -4.55 0.17 0.88
H -6.00 1.29 -1.26
H -4.31 3.62 -0.89
C 0.01 0.87 -0.05
C -0.23 -0.46 -0.72
O 0.82 -1.38 -0.28
O -0.07 0.83 1.35
H -0.71 1.51 -0.56
H 0.92 1.33 -0.31
H 0.02 -0.32 -1.77
H -1.23 -0.83 -0.57
H 0.48 -2.16 0.19
H 0.68 1.27 1.72
C 1.63 -2.99 -3.95
C 0.12 -3.24 -3.80
O -0.46 -2.03 -3.29
O 2.09 -2.46 -2.68
H 1.81 -2.29 -4.75
H 2.18 -3.89 -4.19
H 0.05 -4.01 -3.02
H -0.33 -3.58 -4.74
H -1.37 -2.10 -3.57
H 1.35 -1.99 -2.22
C -3.29 4.88 -3.01
C -2.09 5.02 -4.02
O -1.80 3.77 -4.57
O -3.05 4.05 -1.89
H -4.05 4.28 -3.54
H -3.72 5.92 -2.79
H -1.16 5.43 -3.58
H -2.54 5.71 -4.72
H -1.01 3.39 -4.20
H -2.26 4.29 -1.38
C -4.08 1.14 -3.65
C -3.42 -0.07 -3.03
O -2.98 -1.01 -4.06
O -3.22 1.52 -4.70
H -4.10 1.73 -2.78
H -5.03 0.97 -4.11
H -3.87 -0.59 -2.20
H -2.43 0.33 -2.67
H -2.75 -0.40 -4.86
H -2.54 2.14 -4.39
C 6.79 -1.28 -1.41
C 6.46 -2.15 -2.65
O 7.26 -3.39 -2.67
O 6.43 -2.11 -0.29
H 6.12 -0.42 -1.34
H 7.81 -1.00 -1.27
H 6.67 -1.62 -3.60
H 5.43 -2.31 -2.59
H 7.29 -3.67 -1.74
H 5.45 -2.33 -0.30
*
```

Values from the calculation:
Energy relative to the best compared isomer or geometry (same formula, charge and spin) in kcal/mol: 59.7
LUMO in eV: 0.23

Atomic partial charges in e from the Mulliken method, atoms 1 to 5: number 1, C, carries -1.773; number 2, C, carries 1.563; number 3, C, carries -1.998; number 4, O, carries 1.268; number 5, C, carries -1.116